Entry 1:
{"formula": "C11H5N2O5Pr", "method": "wB97M-V/def2-TZVPD", "charge": 2, "spin_multiplicity": 3, "orbital_gap_ev": [7.55, 7.58], "s_squared": 2.01, "e_above_lowest_kj_mol": 0.00, "total_energy_ev": -38754.0505, "lumo_energy_ev": [-9.2, -9.1], "mol_weight_g_mol": 386.078, "species": ["O", "C", "Pr", "O", "C", "C", "O", "C", "O", "C", "O", "H", "N", "C", "C", "C", "C", "N", "C", "C", "H", "H", "H", "H"], "coordinates": [[-3.7800, -4.0665, -1.1199], [-2.9267, -3.3942, -0.7596], [-0.5631, -0.1333, 0.0180], [-0.2457, -3.6261, 1.1742], [-0.1323, -2.5513, 0.7943], [2.1204, 0.5039, 1.0957], [3.0301, 0.8212, 1.7261], [-0.2460, 2.1761, -1.2816], [-0.3979, 3.2210, -1.7649], [1.0674, -0.7386, -1.8097], [1.4963, -1.1607, -2.7822], [-1.9788, -0.5659, -1.3262], [-2.9466, 3.6567, 6.4085], [-2.5439, 3.0903, 5.4609], [-2.0431, 2.3903, 4.2936], [-1.1318, 3.0004, 3.4421], [-0.6686, 2.3214, 2.3306], [-1.0497, 1.0562, 2.0449], [-1.9482, 0.4605, 2.8616], [-2.4469, 1.0986, 3.9826], [-0.8011, 4.0110, 3.6561], [0.0555, 2.7866, 1.6649], [-2.2547, -0.5579, 2.6177], [-3.1600, 0.6033, 4.6360]]}

Entry 2:
{"formula": "C5H12N2O", "method": "wB97M-V/def2-TZVPD", "orbital_gap_ev": 9.72, "e_above_lowest_kj_mol": 87.87, "total_energy_ev": -10407.5133, "lumo_energy_ev": 0.9, "mol_weight_g_mol": 116.164, "species": ["C", "C", "C", "N", "C", "O", "N", "C", "H", "H", "H", "H", "H", "H", "H", "H", "H", "H", "H", "H"], "coordinates": [[2.1456, 1.4250, 0.9132], [1.7045, 0.0557, 0.4455], [0.2676, 0.0833, -0.0329], [0.2388, 0.6801, -1.3667], [-0.3450, -1.3346, -0.0171], [0.2987, -2.3267, 0.2512], [-1.6636, -1.4137, -0.3990], [-2.6492, -0.3775, -0.1125], [2.0857, 2.1309, 0.0868], [3.1442, 1.4605, 1.2822], [1.5352, 1.7446, 1.7540], [2.2599, -0.4354, -0.3542], [1.7560, -0.6893, 1.2237], [-0.3243, 0.7289, 0.6095], [0.9842, 0.3594, -1.9631], [-0.6546, 0.6604, -1.8248], [-2.0072, -2.3597, -0.3153], [-2.7046, -0.1443, 0.9522], [-3.6141, -0.7583, -0.4444], [-2.4579, 0.5107, -0.6882]]}